# 1
# C19H22AuN7O2

A structure of composition C19H22AuN7O2 (wB97M-V/def2-TZVPD, the Open Molecules 2025 dataset).

Each line ends with the Mulliken charge.
Atoms and positions in Å:
Au  -0.547  -1.299  -0.938  0.74
O  2.826  -2.176  3.406  -0.37
C  3.685  -2.056  2.436  1.18
C  5.086  -2.151  2.709  -0.69
C  5.992  -2.023  1.703  -0.58
C  5.529  -1.796  0.392  -0.66
C  4.154  -1.691  0.115  -0.29
C  3.207  -1.818  1.098  0.14
C  1.760  -1.719  0.712  0.86
O  1.563  -1.388  -0.515  -0.77
N  0.868  -2.014  1.630  -0.96
N  -0.381  -1.921  1.075  0.16
C  -1.474  -2.136  1.688  -0.04
C  -2.708  -2.006  0.892  0.73
C  -3.957  -2.158  1.462  -0.77
C  -5.087  -2.055  0.655  -0.24
C  -4.930  -1.813  -0.695  -0.75
C  -3.648  -1.662  -1.207  -0.08
N  -2.567  -1.750  -0.439  -0.28
H  3.251  -2.335  4.266  0.41
H  5.394  -2.325  3.733  0.33
H  7.053  -2.094  1.897  0.45
H  6.239  -1.703  -0.418  0.45
H  3.829  -1.515  -0.900  0.52
H  -1.502  -2.416  2.737  0.46
H  -4.043  -2.364  2.519  0.42
H  -6.073  -2.172  1.083  0.46
H  -5.778  -1.740  -1.359  0.41
H  -3.482  -1.471  -2.259  0.51
C  -0.914  1.639  0.160  -0.75
N  -0.596  1.037  -1.165  0.60
C  0.711  1.603  -1.621  -0.65
N  0.667  3.044  -1.703  0.11
C  0.331  3.579  -0.381  -0.71
N  -0.966  3.081  0.091  0.14
C  -1.989  3.474  -0.886  -0.75
N  -1.695  2.938  -2.217  0.10
C  -1.640  1.499  -2.132  -0.68
C  -0.385  3.436  -2.645  -0.69
H  -0.143  1.330  0.871  0.18
H  -1.881  1.249  0.491  0.27
H  0.949  1.174  -2.595  0.29
H  1.476  1.298  -0.904  0.23
H  0.293  4.667  -0.435  0.35
H  1.107  3.294  0.332  0.33
H  -2.028  4.562  -0.939  0.34
H  -2.963  3.108  -0.554  0.33
H  -1.412  1.074  -3.111  0.28
H  -2.607  1.119  -1.791  0.26
H  -0.421  4.523  -2.709  0.34
H  -0.152  3.038  -3.634  0.35

**LUMO (spin up / spin down)**: -6.88 / -9.63 eV
**DFT total energy**: -1406.00271 a.u.
**Total charge**: +2
**F_max**: 0.82 eV/A
**HOMO (spin up / spin down)**: -13.8 / -13.8 eV
**2S+1**: 3
**ΔE to the lowest compared entry with this formula, charge and spin**: 38.16 kcal/mol

# 2
# C19H22CaN6SbSe

A structure of composition C19H22CaN6SbSe (wB97M-V/def2-TZVPD, the Open Molecules 2025 dataset).

Each line ends with the Mulliken charge.
Atoms and positions in Å:
Ca  0.985  -1.126  -1.144  1.44
C  2.030  1.739  -2.496  -1.73
C  1.782  2.022  -1.045  0.59
C  2.191  3.199  -0.437  -0.52
C  1.963  3.358  0.918  -0.58
C  1.314  2.361  1.626  -0.52
C  0.901  1.210  0.967  -0.25
N  1.160  1.060  -0.345  0.26
Sb  -0.445  -0.003  2.209  0.87
C  -2.034  1.345  1.673  0.41
C  -2.815  1.877  2.686  -0.98
C  -3.855  2.733  2.336  -0.43
C  -4.055  3.015  1.000  -0.57
C  -3.213  2.442  0.044  0.55
C  -3.379  2.750  -1.415  -1.33
N  -2.220  1.618  0.378  0.01
C  -1.308  -1.549  0.936  0.10
C  -2.212  -2.339  1.634  -0.81
C  -2.969  -3.270  0.943  -0.55
C  -2.804  -3.408  -0.422  -0.63
C  -1.871  -2.612  -1.063  0.92
C  -1.559  -2.751  -2.522  -1.72
N  -1.154  -1.697  -0.389  -0.02
H  2.161  2.657  -3.066  0.46
H  1.180  1.227  -2.957  0.34
H  2.938  1.142  -2.620  0.32
H  2.675  3.971  -1.018  0.50
H  2.280  4.265  1.418  0.44
H  1.117  2.494  2.683  0.49
H  -2.627  1.632  3.724  0.44
H  -4.493  3.167  3.095  0.43
H  -4.854  3.671  0.683  0.42
H  -4.397  3.058  -1.651  0.43
H  -3.127  1.876  -2.015  0.28
H  -2.711  3.561  -1.713  0.25
H  -2.325  -2.240  2.707  0.48
H  -3.681  -3.890  1.471  0.44
H  -3.379  -4.129  -0.986  0.46
H  -2.422  -3.089  -3.094  0.46
H  -0.754  -3.473  -2.684  0.33
H  -1.278  -1.786  -2.957  0.28
Se  1.752  -3.188  2.194  -0.22
C  1.639  -3.388  0.392  0.31
N  1.525  -3.307  -0.773  -0.86
N  4.356  0.000  -0.776  -0.61
N  3.502  -1.149  -0.637  -0.35
H  5.289  -0.214  -0.437  0.31
H  3.981  0.723  -0.173  0.14
H  3.593  -1.583  0.283  0.22
H  3.825  -1.849  -1.298  0.30

**LUMO**: -2.79 eV
**DFT total energy**: -4384.90362 a.u.
**Total charge**: +1
**F_max**: 0.82 eV/A
**HOMO**: -10.6 eV
**ΔE to the lowest compared entry with this formula, charge and spin**: 18.65 kcal/mol

# 3
# C19H22Cl4N6OSSiTi

A structure of composition C19H22Cl4N6OSSiTi (wB97M-V/def2-TZVPD, the Open Molecules 2025 dataset).

Each line ends with the Mulliken charge.
Atoms and positions in Å:
Ti  -0.416  0.290  -1.004  0.11
N  3.074  0.281  -4.603  -0.60
C  2.423  -0.500  -3.635  0.22
S  2.004  -2.109  -4.069  -0.56
N  2.261  0.132  -2.504  -1.07
N  1.543  -0.539  -1.517  1.08
C  2.161  -1.449  -0.873  -0.77
C  1.597  -2.184  0.250  0.81
C  2.445  -2.951  1.048  -0.62
C  1.969  -3.674  2.127  -0.68
C  0.602  -3.642  2.402  -0.45
C  -0.264  -2.908  1.617  -0.61
C  0.210  -2.155  0.526  0.66
O  -0.622  -1.470  -0.210  -0.68
H  2.866  -0.063  -5.527  0.23
H  2.861  1.263  -4.482  0.27
H  3.185  -1.678  -1.168  0.33
H  3.503  -2.969  0.805  0.34
H  2.643  -4.256  2.743  0.36
H  0.209  -4.204  3.243  0.35
H  -1.327  -2.879  1.818  0.45
C  -4.262  0.667  -0.680  -0.98
C  -3.379  1.041  0.472  0.62
C  -3.903  1.503  1.674  -0.72
C  -3.022  1.830  2.701  -0.58
C  -1.661  1.708  2.533  -0.72
C  -1.173  1.246  1.288  0.56
N  -2.065  0.921  0.307  0.43
N  0.102  1.064  0.903  0.61
Si  1.499  1.680  1.691  -0.31
C  1.321  3.532  2.007  -1.09
C  1.808  0.814  3.342  -0.98
C  3.018  1.433  0.634  -0.98
H  -4.949  -0.134  -0.404  0.30
H  -3.689  0.332  -1.538  -0.18
H  -4.867  1.519  -0.996  0.31
H  -4.974  1.599  1.793  0.41
H  -3.412  2.184  3.650  0.38
H  -0.970  1.949  3.328  0.23
H  0.476  3.770  2.656  0.33
H  1.157  4.036  1.050  0.28
H  2.228  3.942  2.462  0.35
H  1.031  1.025  4.080  0.31
H  2.770  1.117  3.769  0.36
H  1.832  -0.268  3.184  0.22
H  2.826  1.652  -0.420  0.20
H  3.386  0.407  0.695  0.23
H  3.813  2.097  0.990  0.46
Cl  -0.316  2.402  -2.034  -0.61
Cl  -2.745  -0.623  -6.232  -0.16
C  -2.825  -1.462  -4.746  0.16
Cl  -5.302  -0.779  -3.924  -0.69
Cl  -3.004  -3.159  -4.785  -0.15
C  -2.126  -0.914  -3.662  0.12
N  -1.548  -0.466  -2.773  0.10

**LUMO (spin up / spin down)**: 4.49 / 4.05 eV
**DFT total energy**: -4519.19592 a.u.
**Total charge**: -2
**F_max**: 0.25 eV/A
**HOMO (spin up / spin down)**: -2.1 / -2.1 eV
**2S+1**: 3
**ΔE to the lowest compared entry with this formula, charge and spin**: 1.01 kcal/mol

# 4
# C19H22ClFN2O4S

A structure of composition C19H22ClFN2O4S in a non-equilibrium geometry (wB97M-V/def2-TZVPD, the Open Molecules 2025 dataset).

Each line ends with the Mulliken charge.
Atoms and positions in Å:
C  -7.307  -2.294  -0.454  -1.14
C  -5.796  -1.736  -0.701  -0.29
O  -5.693  -0.277  -0.340  -0.45
C  -5.719  -0.151  1.050  -0.20
C  -4.340  -0.470  1.506  -0.75
H  -4.044  -1.378  1.483  0.58
C  -3.474  0.614  1.279  -0.49
N  -3.159  0.546  -0.423  -0.34
S  -2.370  1.803  -1.142  1.29
O  -2.661  3.002  -0.502  -0.70
O  -2.507  1.773  -2.441  -0.61
C  -0.753  1.495  -0.645  -0.26
C  0.020  0.157  -1.263  -1.65
C  1.296  0.093  -0.712  0.33
C  1.896  0.715  0.137  0.25
C  1.172  1.766  0.994  -0.44
C  -0.001  1.965  0.510  -0.13
H  -0.607  2.901  0.978  0.20
H  1.838  2.466  1.582  0.35
N  3.168  0.393  0.739  0.07
C  3.990  0.902  1.451  0.67
O  3.630  1.910  2.436  -0.77
C  5.397  0.332  1.642  -1.73
C  5.850  -0.153  0.416  -0.28
C  6.224  -1.358  -0.286  1.07
C  6.795  -1.917  -1.282  -1.02
C  6.902  -1.179  -2.268  -0.14
C  6.622  0.496  -2.061  -0.99
C  6.021  0.684  -0.677  1.18
Cl  5.735  2.339  -0.433  -0.19
H  6.730  1.186  -2.851  0.45
H  7.239  -1.320  -3.356  0.29
H  6.970  -2.941  -1.409  0.50
F  6.017  -2.584  0.896  -0.49
H  6.064  0.857  2.052  0.58
H  5.359  -0.447  2.282  0.59
H  3.595  -0.421  -0.087  0.14
H  1.794  -0.797  -0.954  0.42
H  -0.529  -0.154  -1.917  0.87
H  -4.123  0.468  -0.696  0.46
H  -2.340  0.576  1.785  0.24
H  -3.909  1.828  1.523  0.25
H  -4.525  -0.229  2.773  0.27
H  -6.527  -0.901  1.649  0.18
H  -6.196  0.982  1.125  0.24
H  -5.511  -1.801  -1.766  0.37
H  -5.147  -2.449  -0.098  0.21
H  -7.519  -2.486  0.547  0.39
H  -7.367  -3.207  -1.053  0.41
H  -8.201  -1.602  -1.021  0.21

**LUMO**: -0.57 eV
**DFT total energy**: -2105.20171 a.u.
**F_max**: 16.91 eV/A
**HOMO**: -8.8 eV
**ΔE to the lowest compared entry with this formula, charge and spin**: 467.10 kcal/mol